Entry from OMol25: a gas-phase ion, C9H10NO2 (charge +1) (ωB97M-V with the def2-TZVPD basis set).

Summary:
E_HOMO	-0.4437	Ha
total charge	+1
energy above the lowest of the compared OMol25 structures with the same formula, charge and spin	102.42	kJ/mol
SMILES	[NH2+]=C/C=c1/ccccc1=C(O)O
strongest force on any atom	3.865	eV Å⁻¹
gap between HOMO and LUMO	7.15	eV
2S+1	1

Each line ends with the Mulliken charge.
CARTESIAN COORDINATES (ANGSTROEM)
C1 2.69167 -0.16995 -0.73865  -0.649
C2 2.08030 0.65995 -1.67987  -0.748
C3 1.99253 -0.80327 0.22141  -0.828
C4 0.78771 1.08301 -1.48658  -0.866
C5 0.68310 -0.38979 0.50991  1.505
C6 0.11577 0.64352 -0.30325  0.924
C7 0.06166 -1.27147 1.43591  -1.121
C8 -1.26876 -1.61298 1.35559  -0.303
C9 -1.04672 1.30506 0.09402  0.336
N1 -2.21732 -0.99736 0.59883  -0.321
O1 -1.43756 1.13727 1.30905  -0.363
O2 -1.78121 2.24820 -0.51950  -0.497
H1 3.64947 -0.37245 -0.96753  0.496
H2 2.79299 0.84922 -2.43044  0.394
H3 2.54774 -1.50306 0.78444  0.403
H4 0.18648 1.68963 -2.01515  0.392
H5 0.65594 -1.85247 2.08278  0.420
H6 -1.75972 -2.48304 1.66606  0.499
H7 -1.91440 -0.35108 -0.08347  0.233
H8 -2.89144 -1.59704 0.14255  0.327
H9 -2.28577 1.56193 1.50846  0.395
H10 -1.64245 2.22617 -1.48457  0.371

=====

Entry from OMol25: a molecular structure, CH3Br3O (ωB97M-V with the def2-TZVPD basis set).

Summary:
E_HOMO	-0.3807	Ha
energy above the lowest of the compared OMol25 structures with the same formula, charge and spin	9.14	kJ/mol
strongest force on any atom	1.359	eV Å⁻¹
gap between HOMO and LUMO	9.99	eV
2S+1	1

Each line ends with the Mulliken charge.
CARTESIAN COORDINATES (ANGSTROEM)
Br1 0.00000 0.00000 0.00000  -0.003
Br2 -2.66462 -1.87785 0.36880  0.002
Br3 -0.17969 -2.08362 2.43502  -0.035
C1 -1.24195 -0.83058 1.25534  -0.329
H1 -1.62090 -0.00635 1.89323  0.364
O1 -1.85477 -6.89747 0.91944  -0.643
H2 -1.88734 -6.39028 1.76203  0.318
H3 -1.90143 -7.84072 1.19576  0.324

=====

Copy entry 1 word for word.
Entry from OMol25: a gas-phase ion, C9H10NO2 (charge +1) (ωB97M-V with the def2-TZVPD basis set).

Summary:
E_HOMO	-0.4437	Ha
total charge	+1
energy above the lowest of the compared OMol25 structures with the same formula, charge and spin	102.42	kJ/mol
SMILES	[NH2+]=C/C=c1/ccccc1=C(O)O
strongest force on any atom	3.865	eV Å⁻¹
gap between HOMO and LUMO	7.15	eV
2S+1	1

Each line ends with the Mulliken charge.
CARTESIAN COORDINATES (ANGSTROEM)
C1 2.69167 -0.16995 -0.73865  -0.649
C2 2.08030 0.65995 -1.67987  -0.748
C3 1.99253 -0.80327 0.22141  -0.828
C4 0.78771 1.08301 -1.48658  -0.866
C5 0.68310 -0.38979 0.50991  1.505
C6 0.11577 0.64352 -0.30325  0.924
C7 0.06166 -1.27147 1.43591  -1.121
C8 -1.26876 -1.61298 1.35559  -0.303
C9 -1.04672 1.30506 0.09402  0.336
N1 -2.21732 -0.99736 0.59883  -0.321
O1 -1.43756 1.13727 1.30905  -0.363
O2 -1.78121 2.24820 -0.51950  -0.497
H1 3.64947 -0.37245 -0.96753  0.496
H2 2.79299 0.84922 -2.43044  0.394
H3 2.54774 -1.50306 0.78444  0.403
H4 0.18648 1.68963 -2.01515  0.392
H5 0.65594 -1.85247 2.08278  0.420
H6 -1.75972 -2.48304 1.66606  0.499
H7 -1.91440 -0.35108 -0.08347  0.233
H8 -2.89144 -1.59704 0.14255  0.327
H9 -2.28577 1.56193 1.50846  0.395
H10 -1.64245 2.22617 -1.48457  0.371

=====

Question: Which formula does entry 2 have?
Answer: CH3Br3O

=====

Question: The highest strongest force on any atom belongs to which entry?
Answer: C9H10NO2